1.
The following is a quantum chemistry calculation of a molecular structure, C36H38O5P2PdS4Si in a non-equilibrium geometry, from OMol25.

Values from the calculation:
Relative energy (zero: lowest compared OMol25 entry of this formula, charge and spin): 51.3 kcal per mole
DFT total energy: -121465.1377 eV
2S+1: 1
Gap between HOMO and LUMO (alpha / beta): 5.98 / 5.98 eV
HOMO energy (alpha / beta): -7.6794 / -7.6792 eV
Net charge: 0
Maximum force: 1.382 eV/A

Geometry (Å):
Pd1 0.448 -1.024 -1.059
O1 -0.085 1.259 0.293
P1 -1.543 1.481 0.478
C1 -2.443 -0.079 0.749
P2 -1.446 -1.234 1.691
O2 -0.138 -1.565 1.012
C2 -1.162 -0.523 3.318
C3 0.143 -0.330 3.755
C4 0.381 0.235 5.001
C5 -0.684 0.607 5.806
C6 -1.991 0.410 5.375
C7 -2.230 -0.159 4.136
C8 -2.458 -2.702 1.938
C9 -1.804 -3.933 1.935
C10 -2.519 -5.101 2.142
C11 -3.890 -5.048 2.349
C12 -4.548 -3.826 2.349
C13 -3.834 -2.655 2.145
C14 -2.352 2.235 -0.937
C15 -3.718 2.124 -1.188
C16 -4.261 2.706 -2.321
C17 -3.441 3.394 -3.207
C18 -2.079 3.496 -2.964
C19 -1.530 2.917 -1.829
C20 -1.891 2.515 1.920
C21 -0.808 2.955 2.672
C22 -1.020 3.747 3.792
C23 -2.310 4.098 4.162
C24 -3.395 3.663 3.409
C25 -3.185 2.877 2.289
H1 -2.620 -0.537 -0.230
H2 -3.405 0.086 1.242
H3 0.963 -0.630 3.119
H4 1.398 0.383 5.340
H5 -0.499 1.052 6.775
H6 -2.822 0.702 6.004
H7 -3.253 -0.314 3.811
H8 -0.738 -3.969 1.749
H9 -2.008 -6.055 2.128
H10 -4.450 -5.962 2.502
H11 -5.618 -3.784 2.498
H12 -4.368 -1.712 2.134
H13 -4.361 1.557 -0.525
H14 -5.319 2.605 -2.526
H15 -3.864 3.836 -4.100
H16 -1.439 4.010 -3.668
H17 -0.462 2.949 -1.650
H18 0.192 2.666 2.370
H19 -0.176 4.088 4.378
H20 -2.473 4.717 5.035
H21 -4.400 3.948 3.691
H22 -4.035 2.560 1.693
S1 -3.221 -3.050 -3.000
C26 -1.958 -2.192 -2.386
S2 -1.725 -0.541 -2.540
S3 -0.778 -2.995 -1.478
C27 7.228 0.236 -5.843
C28 5.847 0.129 -5.255
C29 5.215 -1.106 -5.138
C30 3.934 -1.208 -4.615
C31 3.274 -0.062 -4.203
C32 3.879 1.181 -4.321
C33 5.161 1.268 -4.839
S4 1.620 -0.156 -3.576
O3 0.763 0.225 -4.663
O4 1.563 0.727 -2.392
O5 1.441 -1.550 -3.078
H23 7.801 -0.676 -5.675
H24 7.779 1.070 -5.407
H25 7.179 0.402 -6.921
H26 5.735 -2.002 -5.456
H27 3.448 -2.169 -4.515
H28 3.352 2.067 -3.993
H29 5.639 2.237 -4.921
C34 2.587 -2.884 0.858
Si1 2.569 -1.250 -0.050
C35 4.026 -1.221 -1.195
C36 2.556 0.281 1.003
H30 3.204 -2.757 1.754
H31 3.051 -3.651 0.237
H32 1.600 -3.212 1.174
H33 4.901 -1.310 -0.537
H34 4.113 -0.289 -1.749
H35 4.036 -2.062 -1.887
H36 3.305 0.150 1.795
H37 1.589 0.497 1.440
H38 2.838 1.137 0.390

2.
The following is a quantum chemistry calculation of a molecular structure, C36H39BaCl2PSb2, from OMol25.

Values from the calculation:
Relative energy (zero: lowest compared OMol25 entry of this formula, charge and spin): 5.4 kcal per mole
DFT total energy: -86053.5396 eV
2S+1: 1
Gap between HOMO and LUMO: 8.59 eV
HOMO energy: -13.5687 eV
Net charge: +2
Maximum force: 0.992 eV/A

Geometry (Å):
Ba1 1.092 0.669 0.063
C1 -1.600 2.427 -1.152
C2 -0.556 1.768 -2.084
C3 -0.634 0.209 -2.129
Sb1 1.191 -0.897 -2.936
C4 0.819 -2.585 -1.656
C5 1.713 -2.947 -0.650
C6 1.475 -4.076 0.128
C7 0.358 -4.858 -0.121
C8 -0.532 -4.508 -1.130
C9 -0.312 -3.372 -1.892
C10 0.328 -1.533 -4.758
C11 0.734 -2.747 -5.303
C12 0.212 -3.162 -6.520
C13 -0.703 -2.364 -7.193
C14 -1.098 -1.148 -6.652
C15 -0.583 -0.729 -5.434
Sb2 -1.904 1.928 1.011
C16 -3.704 2.990 1.278
C17 -4.569 3.302 0.233
C18 -5.756 3.968 0.499
C19 -6.081 4.322 1.802
C20 -5.218 4.015 2.843
C21 -4.026 3.353 2.584
C22 -2.558 -0.078 0.701
C23 -1.904 -1.133 1.332
C24 -2.309 -2.445 1.112
C25 -3.383 -2.699 0.276
C26 -4.054 -1.648 -0.343
C27 -3.640 -0.341 -0.138
H1 -2.570 2.240 -1.617
H2 -1.461 3.509 -1.115
H3 0.437 2.214 -1.872
H4 -0.720 2.059 -3.124
H5 -1.491 -0.010 -2.767
H6 -0.900 -0.278 -1.183
H7 2.627 -2.375 -0.496
H8 2.174 -4.363 0.903
H9 0.188 -5.753 0.463
H10 -1.395 -5.131 -1.326
H11 -1.012 -3.105 -2.675
H12 1.446 -3.381 -4.786
H13 0.523 -4.107 -6.943
H14 -1.106 -2.688 -8.142
H15 -1.807 -0.524 -7.180
H16 -0.896 0.226 -5.028
H17 -4.333 3.039 -0.790
H18 -6.428 4.213 -0.313
H19 -7.007 4.841 2.004
H20 -5.469 4.293 3.858
H21 -3.357 3.124 3.405
H22 -1.101 -0.938 2.043
H23 -1.800 -3.261 1.609
H24 -3.715 -3.717 0.117
H25 -4.905 -1.853 -0.979
H26 -4.171 0.470 -0.624
C28 3.250 -1.785 2.578
P1 3.671 -0.092 1.979
C29 5.437 -0.306 1.595
C30 3.591 0.833 3.536
C31 2.384 1.438 3.883
C32 2.233 2.094 5.094
C33 3.306 2.167 5.971
C34 4.517 1.578 5.636
C35 4.659 0.910 4.429
H27 3.765 -1.982 3.519
H28 3.569 -2.528 1.844
H29 2.178 -1.902 2.744
H30 5.919 -0.961 2.320
H31 5.953 0.654 1.582
H32 5.533 -0.754 0.605
H33 1.530 1.400 3.206
H34 1.287 2.552 5.352
H35 3.199 2.683 6.915
H36 5.354 1.635 6.319
H37 5.611 0.452 4.188
Cl1 4.030 2.116 -1.013
C36 3.793 3.628 -0.125
Cl2 2.422 3.491 1.002
H38 3.577 4.420 -0.831
H39 4.682 3.836 0.459

3.
The following is a quantum chemistry calculation of 4 unconnected molecules or ions with the total composition C36H39BrFN5O12S in a non-equilibrium geometry, from OMol25.

Values from the calculation:
DFT total energy: -153567.3338 eV
2S+1: 1
Gap between HOMO and LUMO: 7.27 eV
HOMO energy: -8.1097 eV
Net charge: 0
Maximum force: 6.913 eV/A

Geometry (Å):
C1 -1.603 2.916 -0.781
N1 -1.355 3.172 0.668
C2 -0.086 2.524 1.131
C3 0.091 1.069 0.490
C4 1.046 0.859 -0.629
C5 1.902 2.055 -1.190
O1 1.644 2.480 -2.295
O2 2.904 2.568 -0.375
S1 3.146 4.224 -0.729
C6 1.200 -0.527 -1.190
C7 2.246 -0.790 -2.354
C8 3.490 -1.582 -1.706
C9 4.880 -1.189 -2.389
Br1 3.680 -1.196 0.243
C10 0.359 -1.620 -0.614
C11 0.513 -3.090 -1.192
C12 -0.806 -3.434 -2.001
F1 0.810 -4.031 -0.172
N2 -0.542 -1.386 0.436
C13 -1.418 -2.473 1.020
O3 -2.577 -2.565 0.568
O4 -0.980 -3.289 1.916
C14 -0.659 -0.102 0.981
C15 -1.659 0.059 2.179
C16 -1.090 -0.527 3.553
O5 0.213 -1.123 3.455
C17 1.243 -0.196 3.642
C18 1.357 0.811 4.844
O6 2.149 -0.197 2.827
H1 -2.296 3.729 -1.162
H2 -2.136 1.930 -0.975
H3 -0.645 2.998 -1.361
H4 -2.157 2.778 1.165
H5 0.770 3.190 0.843
H6 -0.131 2.335 2.249
H7 3.923 4.647 0.337
H8 2.668 0.161 -2.777
H9 1.796 -1.381 -3.198
H10 3.367 -2.690 -1.835
H11 5.084 -1.810 -3.314
H12 4.947 -0.082 -2.574
H13 5.682 -1.477 -1.645
H14 1.382 -3.152 -1.910
H15 -1.496 -2.540 -2.066
H16 -0.542 -3.702 -3.065
H17 -1.308 -4.334 -1.538
H18 -1.914 1.147 2.378
H19 -2.661 -0.433 1.976
H20 -1.190 0.267 4.344
H21 -1.795 -1.360 3.862
H22 2.325 0.640 5.400
H23 1.381 1.848 4.405
H24 0.507 0.682 5.568
C19 1.084 -9.063 -5.631
C20 1.613 -8.784 -4.376
C21 1.873 -7.471 -4.008
C22 1.595 -6.446 -4.905
C23 1.073 -6.717 -6.164
C24 0.819 -8.032 -6.525
N3 1.845 -5.057 -4.511
O7 2.321 -4.857 -3.405
O8 1.559 -4.178 -5.307
H25 0.877 -10.090 -5.913
H26 1.820 -9.590 -3.683
H27 2.285 -7.264 -3.028
H28 0.860 -5.921 -6.867
H29 0.409 -8.256 -7.503
C25 -4.961 2.329 -5.946
C26 -5.263 3.659 -6.213
C27 -5.120 4.618 -5.219
C28 -4.669 4.232 -3.962
C29 -4.372 2.904 -3.685
C30 -4.520 1.951 -4.683
N4 -4.492 5.245 -2.917
O9 -4.780 6.398 -3.188
O10 -4.063 4.876 -1.836
H30 -5.068 1.584 -6.726
H31 -5.608 3.950 -7.198
H32 -5.358 5.651 -5.437
H33 -4.025 2.599 -2.705
H34 -4.288 0.912 -4.479
C31 0.242 3.568 10.410
C32 1.078 4.634 10.100
C33 1.477 4.846 8.788
C34 1.028 3.986 7.793
C35 0.198 2.914 8.095
C36 -0.194 2.706 9.410
N5 1.427 4.222 6.402
O11 2.170 5.159 6.176
O12 0.989 3.466 5.548
H35 -0.073 3.408 11.436
H36 1.416 5.302 10.883
H37 2.128 5.680 8.557
H38 -0.150 2.238 7.323
H39 -0.844 1.874 9.656

Going through the records in order, we get M values of 875.42, 954.44, 864.70 g/mol.